Below is a molecular structure, C14H8F6N2OPRuS, with properties calculated with ωB97M-V/def2-TZVPD.

2S+1   6
Energy relative to the best compared isomer or geometry (same formula, charge and spin)   5.385 eV
Orbital gap (alpha / beta)   5.665 / 5.309 eV
Net charge   +2
Highest occupied orbital energy (alpha / beta)   -15.84 / -15.50 eV

Positions of all 34 atoms, in Å:
Ru  0.08186  0.63837  -2.81946
O  1.68900  -0.49045  -2.09081
N  0.86673  -0.88700  -1.04492
C  1.44543  -1.88744  -0.17584
C  1.04265  -2.28043  1.02473
C  -1.21254  -0.96441  1.22768
C  -1.95775  -1.72840  0.15798
C  -1.65142  -1.72327  -1.16893
S  -2.42672  -2.66025  -2.35329
H  2.32024  -2.31035  -0.65083
H  1.67135  -3.04564  1.46701
H  -1.92007  -0.68567  2.01369
H  -2.75077  -2.38316  0.50414
N  0.52059  0.01108  6.35633
C  0.35743  -0.09689  5.22601
C  0.13250  -0.22375  3.80879
C  0.25990  -1.46627  3.23805
C  -0.15669  -1.88625  1.87481
C  -0.43259  0.23954  0.78357
C  0.05734  1.15325  1.66015
C  0.10521  0.97934  3.05792
C  -0.06552  0.22496  -0.63111
C  -0.54846  -0.79417  -1.46642
H  0.70282  -2.24276  3.85792
H  -0.68667  -2.83639  2.06609
H  0.49641  2.06641  1.27500
H  0.34688  1.86716  3.63717
F  -0.99932  0.67851  -4.34067
P  0.44176  3.85579  -4.50102
F  0.55118  2.75296  -3.11459
F  0.35919  4.80119  -5.70883
F  1.04198  2.69471  -5.29273
F  1.36757  4.74190  -3.68300
F  -1.04949  3.88782  -4.19462